Record 1
ORCA calculation (ωB97M-V with the def2-TZVPD basis set) on a gas-phase ion, C4H9O2 (charge -1).

Positions of all 15 atoms, in Å:
O  -2.758  -1.471  -0.192
C  -1.442  -1.456  -0.099
C  -0.765  -0.158  0.354
C  0.611  0.141  -0.244
C  1.302  1.422  0.229
O  2.685  1.316  -0.065
H  -0.924  -2.232  0.573
H  -0.959  -1.755  -1.105
H  -0.581  -0.134  1.448
H  -1.440  0.703  0.232
H  1.247  -0.699  0.053
H  0.505  0.229  -1.329
H  1.142  1.597  1.301
H  0.778  2.260  -0.255
H  3.066  2.173  -0.222

Results
Net charge: -1
Structure (SMILES): [O-]CCCCO
Largest force on an atom (eV Å⁻¹): 2.1
Orbital gap (eV): 5.3
Energy above the lowest of the compared OMol25 structures with the same formula, charge and spin (kJ/mol): 258.89


Record 2
ORCA calculation (ωB97M-V with the def2-TZVPD basis set) on a molecular structure, C37H46N4O6RhS3SiTe.

Positions of all 99 atoms, in Å:
Rh  0.724  -0.595  -0.245
S  -6.290  -1.752  -3.100
N  -4.963  -1.178  -3.809
C  -4.009  -1.182  -2.891
C  -2.636  -0.758  -3.095
C  -2.152  -0.300  -4.320
C  -0.831  0.062  -4.425
C  -0.016  -0.047  -3.302
N  -0.468  -0.485  -2.136
C  -1.762  -0.832  -2.012
C  -2.217  -1.322  -0.700
N  -1.312  -1.385  0.294
C  -1.658  -1.904  1.462
C  -2.947  -2.366  1.723
C  -3.894  -2.275  0.733
C  -3.530  -1.753  -0.509
C  -4.444  -1.667  -1.635
N  -5.718  -2.025  -1.620
H  -2.823  -0.240  -5.167
H  -0.415  0.416  -5.357
H  1.032  0.227  -3.335
H  -0.879  -1.952  2.212
H  -3.180  -2.783  2.692
H  -4.911  -2.614  0.887
Te  1.224  -3.411  -1.561
C  0.675  -3.307  -3.590
C  1.627  -2.824  -4.484
C  1.312  -2.699  -5.830
C  0.049  -3.049  -6.286
C  -0.898  -3.533  -5.392
C  -0.589  -3.665  -4.045
C  -0.092  -4.933  -0.955
C  -1.459  -4.721  -0.806
C  -2.283  -5.750  -0.376
C  -1.745  -6.996  -0.086
C  -0.383  -7.213  -0.237
C  0.443  -6.187  -0.673
H  2.624  -2.570  -4.139
H  2.061  -2.339  -6.524
H  -0.191  -2.959  -7.337
H  -1.878  -3.822  -5.748
H  -1.327  -4.066  -3.359
H  -1.891  -3.757  -1.042
H  -3.347  -5.578  -0.269
H  -2.385  -7.799  0.256
H  0.042  -8.185  -0.020
H  1.504  -6.365  -0.796
C  4.514  -2.381  0.650
S  3.299  -1.118  0.607
O  3.701  -0.066  1.492
O  3.085  -0.735  -0.805
O  2.000  -1.792  1.031
H  5.446  -1.934  0.308
H  4.207  -3.192  -0.006
H  4.613  -2.719  1.679
C  -1.720  4.692  0.390
C  -1.602  4.545  1.899
C  -0.970  5.777  2.527
C  -2.956  4.245  2.520
O  -0.773  3.396  2.226
Si  0.676  2.905  1.724
S  0.145  1.616  -0.016
O  1.481  2.115  2.861
C  1.094  1.341  4.022
C  0.168  0.224  3.573
C  2.385  0.776  4.587
C  0.411  2.258  5.025
O  1.536  4.085  1.057
C  2.934  4.248  0.682
C  3.784  4.260  1.941
C  3.333  3.106  -0.238
C  2.991  5.585  -0.036
H  -2.364  5.539  0.154
H  -2.160  3.795  -0.051
H  -0.744  4.871  -0.065
H  -1.601  6.651  2.357
H  0.011  5.969  2.092
H  -0.858  5.636  3.603
H  -3.647  5.069  2.338
H  -2.857  4.108  3.597
H  -3.376  3.336  2.088
H  0.684  -0.425  2.862
H  -0.741  0.630  3.121
H  -0.123  -0.380  4.435
H  2.884  0.158  3.842
H  2.174  0.176  5.473
H  3.054  1.588  4.873
H  -0.517  2.664  4.622
H  1.072  3.086  5.286
H  0.183  1.702  5.935
H  3.728  3.301  2.456
H  3.449  5.048  2.617
H  4.825  4.451  1.679
H  3.278  2.147  0.280
H  4.362  3.240  -0.574
H  2.688  3.086  -1.120
H  2.660  6.386  0.625
H  2.349  5.571  -0.918
H  4.013  5.797  -0.353

Results
Net charge: +1
Largest force on an atom (eV Å⁻¹): 0.5
Orbital gap (spin up / spin down) (eV): 7.0 / 5.8
Multiplicity: 5
Energy above the lowest of the compared OMol25 structures with the same formula, charge and spin (kJ/mol): 0.00


Record 3
ORCA calculation (ωB97M-V with the def2-TZVPD basis set) on 11 unconnected molecules or ions with the total composition C3H27NO11.

Positions of all 42 atoms, in Å:
N  -0.919  -0.470  -0.070
C  -0.729  -0.229  -1.506
C  -1.270  1.106  -1.932
C  -1.278  1.296  -3.433
O  -0.208  1.730  -3.795
H  -0.838  0.379  0.562
H  -0.204  -1.122  0.229
H  0.406  -0.226  -1.742
H  -1.264  -1.102  -2.040
H  -0.597  1.835  -1.439
H  -2.192  1.245  -1.466
H  -2.081  1.215  -3.973
O  2.341  0.670  -2.677
H  1.779  0.902  -3.445
H  2.021  1.372  -2.002
O  -1.808  2.228  0.565
H  -2.271  1.906  1.330
H  -1.085  2.580  1.103
O  -3.114  -1.458  1.166
H  -2.620  -0.614  1.022
H  -3.870  -1.134  0.577
O  1.120  -3.612  -0.679
H  0.670  -3.739  0.166
H  1.791  -3.028  -0.704
O  1.292  2.644  -0.546
H  0.983  3.491  -0.719
H  0.948  2.462  0.362
O  -0.745  -2.584  1.872
H  -1.281  -3.013  2.540
H  -1.421  -2.137  1.273
O  2.321  -1.218  -0.726
H  2.181  -0.627  -1.527
H  3.108  -0.930  -0.542
O  0.525  2.206  1.969
H  1.111  2.949  2.205
H  0.875  1.405  2.422
O  1.828  -1.776  1.901
H  1.603  -1.277  1.071
H  1.054  -2.296  2.138
O  0.339  -0.012  3.430
H  0.985  -0.266  4.199
H  0.515  -0.751  2.860

Results
Net charge: 0
Structure (SMILES): NCCC=O.O.O.O.O.O.O.O.O.O.O
Largest force on an atom (eV Å⁻¹): 8.5
Orbital gap (eV): 9.4
Energy above the lowest of the compared OMol25 structures with the same formula, charge and spin (kJ/mol): 351.22


Record 4
ORCA calculation (ωB97M-V with the def2-TZVPD basis set) on C8H12N2O in the gas phase.

Positions of all 23 atoms, in Å:
N  0.650  3.624  -1.472
C  0.316  2.564  -0.700
N  1.292  1.694  -0.647
C  0.808  0.565  0.110
C  0.994  -0.716  -0.686
C  0.865  -1.943  0.252
C  -0.276  -1.872  1.319
C  -1.629  -1.388  0.776
C  -1.694  0.067  0.466
C  -0.639  0.902  0.244
O  -0.845  2.209  -0.146
H  1.538  3.503  -1.925
H  -0.101  3.970  -2.064
H  1.256  0.526  1.080
H  0.169  -0.813  -1.449
H  1.963  -0.774  -1.171
H  1.841  -2.070  0.768
H  0.688  -2.843  -0.357
H  -0.380  -2.909  1.703
H  0.053  -1.229  2.114
H  -1.906  -1.970  -0.131
H  -2.327  -1.621  1.567
H  -2.635  0.524  0.348

Results
Net charge: 0
Structure (SMILES): NC1=N[C@@H]2CCCCC=C2O1
Largest force on an atom (eV Å⁻¹): 5.6
Orbital gap (eV): 9.2
Energy above the lowest of the compared OMol25 structures with the same formula, charge and spin (kJ/mol): 98.02